12
Properties=species:S:1:pos:R:3:forces:R:3 method="wB97M-V/def2-TZVPD" e_lumo_ev="-0.7164 / -0.5325" multiplicity=1 energy_ev=-7220.954 e_homo_ev="-8.33 / -8.23"
N -2.19555 -0.00548 -0.41904 0.01 -0.04 0.18
C -0.87504 0.28638 -0.13553 0.03 0.27 0.13
C -0.44107 1.57812 0.17164 -0.04 -0.32 -0.20
N 2.10949 0.52926 0.20739 -0.01 -0.31 -0.13
C 1.47903 -0.58552 0.11618 -0.08 0.18 0.02
C 0.04130 -0.71334 0.18295 0.11 0.02 0.18
H -2.86171 0.71814 -0.18408 0.16 -0.06 -0.01
H -2.50131 -0.93509 -0.16182 0.05 0.10 -0.11
H 0.49889 1.91961 -0.27949 -0.16 -0.17 0.00
H 3.09611 0.41483 -0.02892 -0.08 -0.06 0.14
H 1.99710 -1.54572 -0.03240 -0.03 0.23 -0.04
H -0.34723 -1.66119 0.56311 0.04 0.16 -0.17

12
Properties=species:S:1:pos:R:3:forces:R:3 method="wB97M-V/def2-TZVPD" e_lumo_ev=-0.0872 multiplicity=1 energy_ev=-7220.834 e_homo_ev=-8.09
C 0.99962 -0.54798 -0.82413 -0.98 -3.74 2.58
C 0.71497 1.83214 -0.84847 -0.54 -2.15 -1.90
C 1.36953 0.70189 -1.29387 -0.35 3.99 -1.47
C -1.73321 -0.32102 1.39599 -1.43 -1.46 -1.22
N 0.64233 -1.49927 -0.22916 1.79 2.06 -2.73
N -0.90438 -1.33389 1.59262 -2.31 -0.63 0.03
H 0.87054 2.72501 -1.48783 -0.07 -0.34 1.11
H -0.23307 1.66646 -0.27316 1.30 0.66 0.11
H 1.99708 0.85444 -2.21681 -0.26 -0.67 1.40
H -2.72808 -0.65744 0.77630 2.18 0.15 1.30
H -0.89914 -2.38097 1.33300 -0.44 2.31 0.29
H -0.09620 -1.03936 2.07552 1.12 -0.18 0.50

12
Properties=species:S:1:pos:R:3:forces:R:3 method="wB97M-V/def2-TZVPD" e_lumo_ev=0.8109 multiplicity=1 energy_ev=-7220.983 e_homo_ev=-7.69
N -0.14480 0.69674 1.45385 1.01 0.48 1.12
N -0.51839 -0.51004 0.69721 -1.10 0.30 -0.93
C 0.82937 0.01485 0.91074 -0.84 0.41 0.27
C -1.27873 -0.17290 -0.48313 0.21 -1.14 -0.76
C 2.03087 -0.33979 0.50428 0.70 -0.38 -0.07
C -1.09452 0.89374 -1.24313 -0.14 -0.04 0.84
H -0.84508 -1.30400 1.25091 0.10 0.26 -0.21
H -1.93993 -0.97949 -0.76731 -0.11 -0.03 -0.09
H 2.17412 -1.20648 -0.11519 -0.11 -0.11 -0.05
H 2.89806 0.17733 0.86473 0.15 0.27 0.00
H -0.47096 1.70419 -0.91600 0.39 0.09 0.02
H -1.64001 1.02583 -2.15696 -0.27 -0.12 -0.14

12
Properties=species:S:1:pos:R:3:forces:R:3 method="wB97M-V/def2-TZVPD" e_lumo_ev=-0.0869 multiplicity=1 energy_ev=-7221.504 e_homo_ev=-8.09
C -1.85970 -0.18065 -0.10974 -0.08 -0.03 0.00
C -0.36217 -0.20599 -0.04500 0.01 -0.15 0.04
C 0.53925 -1.23103 0.14970 -0.01 0.50 -0.03
C 1.81184 -0.45862 0.16000 0.15 -0.04 0.00
N 1.59803 0.95941 -0.13769 -0.40 -0.16 0.01
N 0.33537 1.00384 -0.19178 0.19 0.08 0.00
H -2.31343 -0.02632 0.87677 0.09 -0.01 -0.14
H -2.23696 0.60076 -0.78117 0.06 -0.11 0.08
H -2.20921 -1.14496 -0.48476 0.06 0.14 0.06
H 2.09906 -0.38723 1.22460 0.05 -0.20 0.06
H 2.69139 -0.85039 -0.35649 -0.12 0.08 0.00
H -0.09347 1.92118 -0.30443 0.00 -0.10 -0.07

12
Properties=species:S:1:pos:R:3:forces:R:3 method="wB97M-V/def2-TZVPD" smiles="C=C1CN=CN1" e_lumo_ev=0.9211 multiplicity=1 energy_ev=-7223.026 e_homo_ev=-8.54
C -1.80850 -0.05137 -0.16062 -4.07 1.89 1.84
C -0.51550 -0.02200 -0.07130 3.57 0.14 -0.57
C 0.53001 1.19673 -0.02748 -1.05 -1.49 -0.80
N 1.93083 0.51444 -0.20256 -2.43 1.54 0.83
C 1.62495 -0.69995 -0.08431 2.13 -4.59 2.38
N 0.32305 -1.16190 -0.18525 -1.11 2.14 0.62
H -2.32213 0.94035 -0.05445 0.63 -0.72 -0.30
H -2.56745 -0.79549 0.19307 1.34 -0.13 -1.09
H 0.47388 1.80051 0.90184 0.33 -0.82 -0.27
H 0.12743 1.86282 -0.78883 0.93 0.19 -0.49
H 2.35385 -1.56947 0.41994 -1.29 2.38 -2.24
H -0.15042 -2.01467 0.05996 1.02 -0.53 0.10

12
Properties=species:S:1:pos:R:3:forces:R:3 method="wB97M-V/def2-TZVPD" smiles=N#CCN1CC1 e_lumo_ev=0.9975 multiplicity=1 energy_ev=-7223.713 e_homo_ev=-9.98
N -2.56881 1.28633 0.32852 1.04 -0.32 0.39
C -1.54320 0.94297 0.74004 -0.86 0.29 -0.37
C -0.22568 0.46951 1.22884 -0.04 0.02 0.10
N 0.69812 0.00888 0.20976 0.03 0.00 0.11
C 0.81820 0.77850 -1.01436 0.07 0.22 -0.15
C 0.17635 -0.56238 -1.01863 -0.10 -0.16 -0.15
H 0.24989 1.28598 1.78209 -0.10 -0.10 -0.06
H -0.40617 -0.34614 1.93667 0.00 0.10 -0.11
H 1.83498 0.90927 -1.37877 -0.20 -0.05 0.06
H 0.16467 1.64182 -1.15138 0.07 -0.20 0.05
H -0.90436 -0.58905 -1.16225 0.19 0.03 0.06
H 0.71493 -1.43118 -1.38912 -0.08 0.17 0.07

12
Properties=species:S:1:pos:R:3:forces:R:3 method="wB97M-V/def2-TZVPD" e_lumo_ev="0.3792 / 0.2103" multiplicity=1 energy_ev=-7220.572 e_homo_ev="-8.88 / -8.30"
N 1.18607 1.37544 0.93819 0.60 0.54 0.31
C 0.05540 -0.28215 -0.28887 -0.44 -0.64 -0.51
C -1.26533 -0.25651 -0.90584 0.05 0.01 -0.32
C -0.90899 -1.27143 0.18218 0.16 -0.27 -0.01
C 1.25820 0.38078 -0.04914 -0.53 0.16 0.36
N 2.04367 -0.18386 -0.83800 -0.91 0.10 0.46
H 1.74114 1.21875 1.75801 0.50 0.29 0.10
H 1.19414 2.30969 0.56863 0.33 0.28 0.17
H -1.29997 -0.55010 -1.94584 -0.27 -0.29 -0.03
H -1.98238 0.52389 -0.62742 0.43 -0.08 -0.13
H -1.39753 -1.13696 1.15369 0.39 0.01 -0.22
H -0.69202 -2.30036 -0.07236 -0.30 -0.11 -0.19

12
Properties=species:S:1:pos:R:3:forces:R:3 method="wB97M-V/def2-TZVPD" e_lumo_ev="0.1736 / 0.1556" multiplicity=1 energy_ev=-7219.650 e_homo_ev="-7.07 / -6.94"
C 0.71688 -0.86425 -0.82037 3.12 -1.65 -2.26
C -0.21128 0.11637 -0.95633 0.77 -0.96 0.84
C -1.24849 1.48311 0.71314 -3.64 1.95 0.76
C 0.77525 -1.13365 0.57779 -0.17 2.44 -1.81
N 0.06888 -0.28389 1.23652 -0.10 -0.92 1.95
N -0.51481 0.48583 0.31906 -1.21 1.24 -0.55
H 1.21680 -1.50568 -1.65157 -1.34 1.18 1.71
H -0.56297 0.47311 -1.84370 -1.13 1.48 -1.66
H -1.66963 1.48663 1.81374 1.34 -0.02 -2.51
H -1.89048 1.98305 -0.12005 1.47 -0.80 1.72
H 1.19231 -1.94601 0.95758 1.99 -3.15 2.02
H 2.12755 -0.29464 -0.22581 -1.11 -0.80 -0.21

12
Properties=species:S:1:pos:R:3:forces:R:3 method="wB97M-V/def2-TZVPD" smiles=Cc1ccn[nH]1 e_lumo_ev=0.9695 multiplicity=1 energy_ev=-7225.112 e_homo_ev=-9.07
C 1.27568 0.87698 -0.80631 0.07 0.02 -0.03
C 0.18636 0.11827 -0.11573 -0.04 -0.07 0.05
C -1.11558 0.44546 0.19773 0.07 0.02 -0.05
C -1.62622 -0.69336 0.85597 -0.07 -0.10 0.07
N -0.72326 -1.65687 0.95074 -0.12 0.22 -0.03
N 0.36446 -1.13983 0.35938 0.21 0.05 -0.12
H 1.91589 0.20438 -1.38944 -0.12 0.12 0.10
H 0.85017 1.61269 -1.49535 0.06 -0.14 0.14
H 1.91426 1.41290 -0.09301 -0.14 -0.11 -0.11
H -1.62314 1.37385 -0.02251 0.07 -0.14 0.03
H -2.61702 -0.85221 1.26039 0.12 0.03 -0.05
H 1.19839 -1.70227 0.29813 -0.11 0.10 0.00

12
Properties=species:S:1:pos:R:3:forces:R:3 method="wB97M-V/def2-TZVPD" smiles=N#C[C@H]1CCN1 e_lumo_ev=0.9890 multiplicity=1 energy_ev=-7223.728 e_homo_ev=-10.05
N 2.34927 -0.42508 -1.53745 -0.83 0.06 1.06
C 1.61172 -0.40380 -0.64314 0.66 -0.08 -0.90
C 0.64009 -0.44128 0.47641 0.18 -0.12 0.19
C -0.13214 0.86482 0.68598 0.43 0.56 -0.16
C -1.05448 0.36133 -0.41837 -0.29 0.14 -0.09
N -0.68253 -0.97627 0.09992 0.00 -0.48 -0.26
H 1.13878 -0.86034 1.35642 -0.20 -0.16 -0.19
H -0.71605 0.59792 1.55596 0.15 0.84 0.68
H 0.35890 1.84371 0.69139 -0.20 -0.32 -0.03
H -0.69070 0.54697 -1.44088 -0.04 0.02 0.25
H -2.09749 0.66671 -0.31769 0.00 -0.31 -0.14
H -0.72538 -1.77468 -0.50855 0.15 -0.15 -0.41

12
Properties=species:S:1:pos:R:3:forces:R:3 method="wB97M-V/def2-TZVPD" e_lumo_ev="-0.5151 / -0.5155" multiplicity=1 energy_ev=-7221.043 e_homo_ev="-9.57 / -9.57"
C 0.74876 0.01961 -0.00671 8.96 -4.61 -0.65
C -0.66914 -0.06749 -0.15850 -0.33 1.81 0.28
C 0.60216 1.51132 0.06877 1.00 -0.40 -2.02
C -1.56047 -1.19675 0.00062 3.25 -1.95 -1.00
N -0.81019 1.22533 -0.24115 -1.49 -0.27 -0.63
N 2.02766 -0.83906 -0.26406 -6.10 5.41 2.96
H 0.63963 2.07444 0.94800 0.43 0.43 1.64
H 1.26220 1.97446 -0.70863 -0.96 0.09 0.39
H -2.57614 -1.03909 0.04219 -2.16 0.56 -0.24
H -1.19717 -1.63330 0.95395 -0.41 -0.26 -0.58
H -1.19797 -1.86232 -0.86334 -1.05 0.29 1.35
H 2.73066 -0.16715 0.22886 -1.13 -1.11 -1.51

12
Properties=species:S:1:pos:R:3:forces:R:3 method="wB97M-V/def2-TZVPD" smiles="C[C@H]1C=NC=N1" e_lumo_ev=0.4376 multiplicity=1 energy_ev=-7223.840 e_homo_ev=-9.92
C 1.43855 0.06369 -0.02873 0.15 -0.09 -0.86
C -0.01225 0.60211 -0.45640 0.78 -0.17 0.54
C -1.04104 -0.36584 -0.98150 0.36 -0.35 0.30
N -1.66593 -0.92746 -0.00432 0.16 0.16 -0.35
C -1.14449 -0.27907 1.13854 -0.25 0.48 0.42
N -0.37859 0.72582 0.94155 -0.99 0.06 0.63
H 1.90714 -0.36323 -0.89917 0.56 -0.06 -0.32
H 1.99809 0.92639 0.35622 -0.16 -0.25 -0.38
H 1.44524 -0.67379 0.79349 -0.43 0.27 -0.68
H 0.14326 1.50386 -1.06524 -0.27 -0.11 0.47
H -1.33952 -0.55984 -2.01564 0.46 -0.04 0.28
H -1.34482 -0.65700 2.13238 -0.38 0.10 -0.04